[1]
A molecular structure, C29H26AlO2PTe4. Source: OMol25; level of theory: ωB97M-V/def2-TZVPD.

HOMO energy ... -0.6 eV
ΔE to the lowest compared entry with this formula, charge and spin ... 0.861 eV
Total charge ... -2
M ... 974.881 g mol⁻¹
Gap between HOMO and LUMO ... 4.3128 eV
LUMO level ... 3.7 eV

Element x y z (Å)
1 H -1.43 4.71 3.10
2 C 3.26 4.61 -0.64
3 H -4.77 -5.21 -4.32
4 C -2.93 -0.55 -0.31
5 C 1.66 3.43 -2.11
6 H 2.50 3.39 2.00
7 H 3.37 1.73 -1.34
8 H -2.01 4.91 0.71
9 H -2.79 2.83 -0.55
10 C -2.13 -2.88 1.04
11 C -3.82 -2.44 -2.60
12 C -0.11 4.21 0.02
13 C -0.70 4.46 2.34
14 H -2.52 -4.44 4.56
15 O -0.16 0.79 0.06
16 C -3.34 -5.17 -2.72
17 C -4.25 -4.60 -3.59
18 Te 4.61 1.71 0.93
19 C -2.91 -3.01 -1.71
20 C -4.27 -0.67 0.07
21 H 1.25 4.41 -2.38
22 H 3.71 4.71 0.34
23 C -2.40 0.73 -0.52
24 C -2.41 -4.00 3.58
25 H -0.40 4.27 -1.02
26 H -6.10 0.33 0.55
27 P -1.86 -2.02 -0.57
28 Te 7.87 2.02 2.06
29 C -0.96 0.92 -0.93
30 C -1.03 4.56 1.00
31 H 2.76 5.54 -0.90
32 Te 6.62 3.33 0.05
33 H 2.47 3.20 -2.81
34 C 1.50 3.71 1.71
35 C 2.84 2.04 -0.44
36 H 0.89 2.67 -2.22
37 H -5.16 2.59 0.14
38 C -1.20 -2.61 2.03
39 C 1.18 3.79 0.35
40 H -5.18 -2.77 -4.22
41 Te 2.46 -0.97 1.84
42 H -4.68 -1.66 0.25
43 C -3.22 1.85 -0.37
44 C -1.34 -3.16 3.29
45 Al 1.63 0.69 0.34
46 C -4.54 1.71 0.01
47 H -3.14 -6.24 -2.76
48 C -5.07 0.45 0.25
49 H -0.59 -2.94 4.04
50 H -3.94 -3.96 0.56
51 H -4.18 -4.94 2.80
52 H -1.95 -4.85 -1.13
53 C -3.34 -4.28 2.59
54 H -4.00 -1.38 -2.57
55 H 4.07 4.43 -1.36
56 C -3.21 -3.72 1.32
57 C -2.67 -4.39 -1.80
58 H 0.85 3.93 3.73
59 C 0.57 4.02 2.69
60 C -4.48 -3.23 -3.54
61 C 2.25 3.46 -0.69
62 H -0.34 -1.97 1.83
63 O -0.70 1.14 -2.10

***

[2]
A molecular structure, C29H26Cl2F5NO3SSr in a non-equilibrium geometry. Source: OMol25; level of theory: ωB97M-V/def2-TZVPD.

HOMO energy ... -12.6 eV
Total charge ... +2
M ... 722.114 g mol⁻¹
Gap between HOMO and LUMO ... 3.8530 eV
LUMO level ... -8.7 eV

Element x y z (Å)
1 H 0.14 3.45 -4.00
2 O 4.57 -3.56 -0.79
3 C 0.92 1.19 -6.48
4 C 2.40 -1.73 1.04
5 F 0.94 2.32 4.73
6 C -0.23 -0.38 -1.48
7 C -2.61 -0.97 -3.62
8 C -0.63 -0.93 -5.77
9 C 3.71 -1.32 0.11
10 F -0.37 3.59 6.27
11 C -0.39 -2.40 2.86
12 F -1.48 -3.83 4.72
13 Cl -3.93 -1.29 -4.94
14 N 0.94 -0.09 -0.57
15 H 0.30 -0.44 4.74
16 F 1.06 1.72 7.10
17 H -0.42 3.70 0.59
18 Cl 2.29 3.57 -1.01
19 S -2.01 -0.52 0.94
20 H 5.38 -1.96 1.91
21 H 1.97 3.09 -5.76
22 O 5.66 -2.72 1.30
23 H 0.63 2.17 -2.19
24 C 0.95 -1.04 0.65
25 C 0.13 -0.48 -3.11
26 H -1.26 -1.74 -6.36
27 C -1.12 1.25 5.71
28 C -3.63 -0.85 4.91
29 H -2.88 2.64 6.64
30 C -0.49 3.54 -0.59
31 H -4.99 0.89 5.96
32 H 1.67 1.91 -4.32
33 H 0.48 -1.36 -5.74
34 H -0.28 4.56 -1.16
35 C 0.72 2.51 -1.07
36 H 3.39 -1.08 -1.00
37 H -4.51 -1.58 4.59
38 C 1.08 -3.09 3.19
39 H 1.75 0.35 -6.31
40 C -1.08 -0.80 -4.18
41 H 4.27 -0.37 0.51
42 H 1.96 1.47 0.54
43 H 0.10 1.45 0.87
44 C 0.17 2.23 6.02
45 C 2.44 -2.77 2.31
46 C -1.76 -2.71 3.76
47 C -0.41 -1.38 1.55
48 H 3.44 -3.30 2.63
49 H 1.11 -3.84 4.09
50 H -0.87 0.36 -7.64
51 C -3.89 0.58 5.68
52 H -1.42 1.21 -6.03
53 F -2.83 -3.09 2.81
54 H -4.15 -1.01 -1.64
55 O 0.00 3.12 -4.94
56 H 1.26 -0.35 -3.44
57 C 0.89 1.30 0.02
58 H 1.14 1.66 -7.54
59 C -0.84 -0.21 4.96
60 C -0.58 0.54 -6.49
61 H -1.56 3.18 -0.89
62 C -1.81 -0.61 -0.96
63 Sr -3.51 -4.84 2.82
64 C 4.72 -2.65 0.17
65 C -2.68 1.62 6.09
66 C -3.04 -0.88 -2.01
67 C -2.07 -1.27 4.55
68 C 1.18 2.32 -5.31

***

Which value of LUMO level does entry 1 give?
3.7 eV

***

gap between HOMO and LUMO of number 2 (C29H26Cl2F5NO3SSr)?
3.8530 eV